Entry 1:
Entry from the OMol25 dataset: C54H47N10NaO5S2 as an isolated structure in a non-equilibrium geometry (ωB97M-V/def2-TZVPD).

The geometry in XYZ format:
```
119
Properties=species:S:1:pos:R:3:lowdin_charge:R:1
Na -1.8842 -10.4147 -19.2117 0.249
O -0.7293 -6.3079 -19.3823 -0.064
C -0.8051 -7.5618 -19.3072 -0.506
N -1.2013 -8.4801 -20.1882 0.073
C -1.6685 -8.2214 -21.4676 -0.237
C -1.1938 -7.1389 -22.2032 -0.034
C -1.5853 -6.9475 -23.5358 -0.136
C -2.4213 -7.8342 -24.1941 -0.130
C -2.9298 -8.8921 -23.4239 -0.046
C -2.5542 -9.1260 -22.0730 -0.218
N -2.9540 -10.2486 -21.3564 0.073
C -3.9996 -11.0050 -21.6543 -0.509
O -4.8606 -10.9219 -22.5642 -0.049
C -4.1393 -12.2212 -20.7220 -0.170
C -5.1537 -13.1289 -21.0408 -0.047
C -5.2982 -14.3144 -20.3491 -0.094
C -4.5166 -14.4517 -19.1988 -0.055
C -3.5985 -13.4475 -18.8804 -0.168
N -3.3389 -12.3991 -19.6460 0.098
C -0.3242 -8.1373 -17.9878 -0.203
C -0.0686 -7.1511 -17.0261 -0.006
C 0.3177 -7.5774 -15.7616 -0.099
C 0.4619 -8.8972 -15.4855 -0.079
C 0.1251 -9.8311 -16.5033 -0.107
N -0.2398 -9.4443 -17.7289 0.098
H -0.6824 -6.3404 -21.6682 0.093
H -1.2217 -6.0557 -24.0396 0.078
H -2.7306 -7.7652 -25.2144 0.073
H -3.7156 -9.5431 -23.8635 0.096
H -5.7880 -12.9351 -21.9075 0.114
H -5.9964 -15.0839 -20.6854 0.110
H -4.5550 -15.4003 -18.5888 0.121
H -3.0454 -13.6134 -17.9674 0.082
H -0.2836 -6.1097 -17.3129 0.115
H 0.5458 -6.8807 -14.9876 0.088
H 0.7376 -9.3253 -14.5241 0.095
H 0.1815 -10.8770 -16.3299 0.091
N -5.1649 -12.0562 -15.3313 0.188
C -4.7537 -13.3357 -15.1486 -0.222
C -5.5517 -14.4305 -14.9626 -0.021
C -4.9077 -15.6458 -14.9752 -0.086
C -3.4690 -15.7121 -15.1513 -0.119
C -2.7032 -14.6186 -15.3978 -0.050
C -3.3587 -13.3570 -15.3582 -0.233
N -2.9257 -12.0802 -15.7062 0.171
C -4.0412 -11.3625 -15.7233 -0.250
C -4.1905 -9.9604 -16.1654 -0.319
C -4.9770 -8.9996 -15.6134 -0.370
S -4.8224 -7.5275 -16.4479 1.029
C -3.7631 -8.3192 -17.5534 -0.419
N -3.5212 -9.5731 -17.2740 0.068
H -6.1907 -11.7740 -15.2946 0.122
H -6.6113 -14.3809 -14.8851 0.103
H -5.5046 -16.5755 -14.9137 0.097
H -3.0320 -16.6822 -15.2077 0.075
H -1.6688 -14.7562 -15.6660 0.103
H -5.6054 -9.1274 -14.7557 0.074
H -3.3876 -7.8398 -18.4344 0.075
C -1.5330 -11.6724 -25.8776 -0.105
C -0.6926 -11.7668 -24.6185 -0.227
C -1.6072 -12.2462 -23.5249 -0.143
N -0.8214 -12.5370 -22.2929 0.086
C -0.9833 -13.4854 -21.4052 -0.869
S -0.2842 -13.5180 -19.8648 0.616
N -1.8516 -14.4988 -21.8089 0.106
C -1.7846 -15.3822 -22.8485 -0.418
O -2.7810 -16.0386 -23.1737 0.050
C -0.5042 -15.4644 -23.6314 -0.156
C -0.5525 -15.7909 -24.9717 -0.045
C 0.5650 -16.0881 -25.7097 -0.087
C 1.8214 -15.9808 -25.1175 -0.089
C 1.8884 -15.6657 -23.7669 -0.076
C 0.7359 -15.3957 -23.0259 -0.021
H -0.9479 -11.4787 -26.7577 0.061
H -2.3618 -10.9817 -25.7587 0.071
H -2.0381 -12.6340 -26.0569 0.073
H -0.2826 -10.7865 -24.3850 0.114
H 0.1073 -12.5090 -24.7848 0.110
H -2.1387 -13.1615 -23.8297 0.126
H -2.3514 -11.5379 -23.2391 0.079
H -0.1268 -11.8958 -21.9938 0.123
H -2.6846 -14.5438 -21.1912 0.137
H -1.5859 -15.8218 -25.4253 0.141
H 0.4052 -16.3426 -26.7334 0.091
H 2.7650 -16.1878 -25.6131 0.097
H 2.8806 -15.5990 -23.3382 0.100
H 0.7860 -15.2731 -21.9462 0.092
C -12.0061 -8.0261 -19.2112 -0.086
C -10.9997 -8.2236 -18.1700 -0.269
C -10.8767 -7.2654 -17.1651 -0.087
C -9.9208 -7.3784 -16.1636 -0.075
C -9.0638 -8.5023 -16.2405 -0.020
C -9.1236 -9.4202 -17.2762 -0.192
N -8.1466 -10.4283 -17.2463 0.110
C -8.2472 -11.7450 -17.8045 -0.221
C -7.8340 -12.0166 -19.0886 -0.021
C -8.1424 -13.2757 -19.6385 -0.109
C -8.7096 -14.2461 -18.8629 -0.108
C -8.9588 -14.0241 -17.5137 -0.044
C -8.7385 -12.7741 -16.9797 -0.061
C -8.8087 -12.5018 -15.4134 -0.608
O -9.6877 -13.0788 -14.7980 0.012
O -7.8397 -11.7664 -15.0077 -0.112
C -10.1612 -9.3326 -18.1817 -0.155
C -10.4654 -10.3980 -19.1933 -0.024
H -12.3715 -6.9886 -19.2710 0.080
H -12.8901 -8.6366 -18.9741 0.089
H -11.7147 -8.3873 -20.2101 0.080
H -11.6196 -6.4663 -17.1218 0.096
H -9.8315 -6.6215 -15.4162 0.083
H -8.2863 -8.5500 -15.5220 0.089
H -7.8215 -10.4776 -16.3121 0.055
H -7.3968 -11.2500 -19.6960 0.118
H -7.9270 -13.4663 -20.6759 0.090
H -8.8788 -15.2711 -19.2376 0.103
H -9.2575 -14.8377 -16.8632 0.110
H -9.7955 -10.3166 -20.0358 0.088
H -11.4629 -10.2202 -19.6151 0.060
H -10.4447 -11.3961 -18.7573 0.085
```

- HOMO: -2.27 eV
- Total charge: -2
- Gap between HOMO and LUMO: 5.72 eV
- 2S+1: 1
- Maximum force: 2.92 eV Å⁻¹



Entry 2:
Entry from the OMol25 dataset: a 2-piece molecular cluster, C4H11NOS overall in a non-equilibrium geometry (ωB97M-V/def2-TZVPD).

The geometry in XYZ format:
```
18
Properties=species:S:1:pos:R:3:lowdin_charge:R:1
C -0.3017 -1.0638 1.5265 -0.056
C -0.6393 -2.0404 0.4507 -0.599
N -1.8843 -2.6611 0.4773 0.136
O 0.1699 -2.3841 -0.3770 0.047
H -0.9348 -0.1687 1.6495 0.065
H 0.5463 -0.4522 1.1632 0.040
H 0.0019 -1.5184 2.4990 0.098
H -1.8544 -3.5301 -0.0338 0.095
H -2.6653 -2.5944 1.1035 0.090
C 1.6759 1.6806 -1.8433 -0.356
S 0.1911 1.6077 -0.6700 0.712
C 0.4339 2.5184 0.9044 -0.420
H 1.1687 1.2550 -2.7382 0.033
H 1.8445 2.7159 -2.1260 0.016
H 2.5412 1.2160 -1.3951 0.024
H 0.1931 1.9156 1.8040 0.021
H -0.3584 3.2661 0.9185 0.011
H 1.4416 2.9743 0.8886 0.043
```

- HOMO: -8.42 eV
- Gap between HOMO and LUMO: 9.29 eV
- 2S+1: 1
- SMILES: CC(N)=O.CSC
- Maximum force: 2.50 eV Å⁻¹



Entry 3:
Entry from the OMol25 dataset: a single C2HN3OS2 molecule in a non-equilibrium geometry (ωB97M-V/def2-TZVPD).

The geometry in XYZ format:
```
9
Properties=species:S:1:pos:R:3:lowdin_charge:R:1
S -0.9519 2.2111 -1.3782 0.739
C -0.3712 0.8212 -0.8166 -0.843
N 0.0950 -0.3033 -1.7434 0.072
N 0.4063 -1.3555 -1.3360 0.077
O 0.3002 -1.6614 0.0815 -0.046
C 0.3837 -0.6571 0.9582 -0.950
S 0.7203 -0.7100 2.5049 0.803
N -0.1547 0.4991 0.4662 -0.012
H -0.4276 1.1561 1.2634 0.160
```

- HOMO: -9.79 eV
- Gap between HOMO and LUMO: 8.42 eV
- 2S+1: 1
- SMILES: S=c1nnoc(=S)[nH]1
- Maximum force: 4.05 eV Å⁻¹



Entry 4:
Entry from the OMol25 dataset: a single C3H5NO2 molecule in a non-equilibrium geometry (ωB97M-V/def2-TZVPD).

The geometry in XYZ format:
```
11
Properties=species:S:1:pos:R:3:lowdin_charge:R:1
C 0.4557 1.2440 0.9755 -0.313
C -0.2595 -0.5285 0.2226 -0.148
C -1.1167 -0.6583 -1.0032 -0.074
N 1.5496 0.6638 0.5052 0.048
O 0.1562 2.1978 1.6149 0.098
O 1.1690 -0.5512 -0.0395 -0.124
H -0.5691 -1.1786 1.1237 0.138
H -2.0853 -0.0305 -1.0966 0.123
H -1.2424 -1.6489 -1.1156 0.025
H -0.5939 -0.2940 -1.8577 0.067
H 2.5364 0.7843 0.6707 0.160
```

- HOMO: -8.88 eV
- Gap between HOMO and LUMO: 9.70 eV
- 2S+1: 1
- Maximum force: 4.26 eV Å⁻¹



Entry 5:
Entry from the OMol25 dataset: C30H23F5N3O3RuS as an isolated structure (ωB97M-V/def2-TZVPD).

The geometry in XYZ format:
```
66
Properties=species:S:1:pos:R:3:mulliken_spin:R:1
Ru 0.3775 0.8503 -0.8800 0.902
C -1.5339 -2.9359 -1.0764 -0.001
C -0.7571 -1.7143 -0.7354 0.002
N -0.6244 -0.7011 -1.5187 -0.006
N -1.1696 -0.6069 -2.7743 0.016
C -0.8329 0.5478 -3.3081 0.003
O -0.0728 1.4536 -2.7350 0.037
C -1.3488 0.8719 -4.6548 -0.009
C -1.0143 2.0925 -5.2351 0.003
C -1.4923 2.4131 -6.4957 0.000
C -2.3025 1.5181 -7.1790 0.000
C -2.6375 0.2995 -6.6017 0.000
C -2.1637 -0.0255 -5.3431 -0.001
C -0.0517 -1.5537 0.5598 0.025
C -0.0462 -2.5242 1.5348 -0.007
C 0.6770 -2.2970 2.7079 0.016
C 1.3666 -1.1173 2.8691 -0.005
C 1.3079 -0.1566 1.8607 0.004
N 0.6232 -0.3775 0.7396 -0.033
H -1.9557 -2.8360 -2.0718 0.000
H -2.3406 -3.0801 -0.3555 0.000
H -0.8926 -3.8182 -1.0420 0.000
H -0.3834 2.7797 -4.6897 0.001
H -1.2325 3.3624 -6.9447 0.000
H -2.6754 1.7695 -8.1635 0.000
H -3.2705 -0.3970 -7.1354 0.000
H -2.4183 -0.9693 -4.8825 0.000
H -0.5866 -3.4472 1.3834 -0.001
H 0.6964 -3.0490 3.4853 0.001
H 1.9377 -0.9100 3.7624 -0.002
H 1.7923 0.8091 1.9489 0.006
F 3.9962 -0.9417 6.8792 0.000
C 3.2800 -0.1091 6.1131 0.002
C 3.8820 0.6105 5.0969 -0.001
F 5.1945 0.4664 4.8736 0.000
C 3.1287 1.4702 4.3160 0.003
F 3.7768 2.1154 3.3330 0.000
C 1.7521 1.6616 4.4865 -0.002
S 0.8058 2.6793 3.4534 0.016
C 1.1896 0.9132 5.5320 0.002
F -0.1246 0.9907 5.7755 0.000
C 1.9208 0.0537 6.3283 -0.001
F 1.3234 -0.6445 7.3040 0.000
C -1.7434 7.7218 2.9839 -0.005
C -1.2963 6.4611 2.3006 0.007
C -0.0793 6.4015 1.6422 0.001
C 0.3583 5.2521 1.0003 0.005
C 1.7260 5.2714 0.3798 -0.005
C -0.4903 4.1238 1.0029 -0.019
C -1.7236 4.1515 1.6947 0.002
C -2.6251 2.9570 1.8486 -0.001
C -2.0962 5.3257 2.3238 0.000
C -0.0497 2.9137 0.3275 0.020
O -0.8960 1.9212 0.0647 0.026
O 1.1021 2.6807 -0.1163 -0.004
H -0.9093 8.4037 3.1423 0.000
H -2.1979 7.5006 3.9497 0.000
H -2.4910 8.2400 2.3793 0.000
H 0.5673 7.2713 1.6443 0.000
H 2.1281 6.2827 0.4191 0.000
H 1.7185 4.9338 -0.6550 0.001
H 2.3903 4.6043 0.9311 0.001
H -2.0697 2.1137 2.2603 0.000
H -3.0583 2.6468 0.8982 0.000
H -3.4332 3.2013 2.5362 0.000
H -3.0301 5.3472 2.8734 0.000
```

- HOMO (spin up / spin down): -6.59 / -6.54 eV
- Gap between HOMO and LUMO (spin up / spin down): 4.60 / 4.37 eV
- 2S+1: 2
- <S²>: 0.76
- Maximum force: 0.33 eV Å⁻¹



Entry 6:
Entry from the OMol25 dataset: a 2-piece molecular cluster, C2H8 overall (ωB97M-V/def2-TZVPD).

The geometry in XYZ format:
```
10
Properties=species:S:1:pos:R:3:lowdin_charge:R:1
C -7.7120 -2.0420 8.1887 -0.062
H -8.0250 -3.0223 7.8001 0.015
H -6.8638 -1.6664 7.5975 0.015
H -7.4087 -2.1442 9.2411 0.015
H -8.5509 -1.3341 8.1165 0.015
C -5.5173 -1.9491 15.7751 -0.062
H -6.2099 -1.1275 16.0099 0.015
H -4.8229 -1.6293 14.9842 0.015
H -6.0887 -2.8234 15.4298 0.015
H -4.9472 -2.2172 16.6768 0.015
```

- HOMO: -13.35 eV
- Gap between HOMO and LUMO: 14.53 eV
- 2S+1: 1
- SMILES: C.C
- Maximum force: 0.41 eV Å⁻¹



Values for ΔE to the lowest compared entry with this formula, charge and spin, kcal/mol, ordered as above
4.8 28.8 11.9 111.5 3.0 0.4